Record 1
Density functional theory data (ωB97M-V/def2-TZVPD) for C29H38N4O8W as an isolated structure.

```
80
Properties=species:S:1:pos:R:3:mulliken_spin:R:1
W -0.47638 -0.41819 0.25415 0.870
C 0.75826 0.40909 2.09094 0.061
C 1.55706 -0.62767 1.49469 -0.014
C 1.89521 -0.16734 0.17314 0.026
C 1.32409 1.14074 0.04613 -0.002
C 0.70287 1.53710 1.24268 0.016
C 0.24612 2.92636 1.62199 -0.004
C -0.21391 3.74754 0.41753 -0.008
C 1.51596 3.58679 2.19811 -0.004
C -0.82730 2.90760 2.71128 0.006
C 2.85510 -0.63962 -0.92798 0.001
C 4.16295 0.14137 -0.69118 0.003
C 3.19082 -2.13121 -0.97621 0.000
C 2.31861 -0.25054 -2.31762 0.010
C 2.04545 -1.82016 2.32765 -0.001
C 1.72594 -3.20640 1.73793 0.005
C 1.44538 -1.77559 3.74177 -0.001
C 3.56377 -1.63144 2.50875 -0.001
H 0.31268 0.34686 3.06815 0.011
H 1.36390 1.73218 -0.85159 -0.004
H 0.55803 3.79767 -0.35385 0.000
H -0.41287 4.77084 0.74140 -0.001
H -1.12789 3.35385 -0.02058 0.008
H 2.30815 3.63982 1.44823 0.000
H 1.89293 3.03284 3.06018 -0.001
H 1.28108 4.60292 2.52013 0.000
H -1.72458 2.38987 2.38053 0.001
H -1.09227 3.93507 2.96689 0.000
H -0.45831 2.43269 3.62317 -0.001
H 4.62768 -0.12562 0.25819 -0.001
H 3.98259 1.21813 -0.69060 0.000
H 4.87116 -0.08265 -1.49162 0.000
H 3.58775 -2.51537 -0.04130 0.000
H 3.95739 -2.27640 -1.73962 0.000
H 2.32643 -2.72939 -1.25127 0.000
H 2.28964 0.82954 -2.46492 0.000
H 1.31957 -0.64526 -2.49672 -0.006
H 2.98731 -0.65746 -3.07779 0.000
H 0.76540 -3.55959 2.11128 0.001
H 2.49102 -3.92155 2.04802 0.000
H 1.66929 -3.20663 0.65620 -0.003
H 0.35893 -1.83676 3.72101 -0.001
H 1.75326 -0.88019 4.28704 0.000
H 1.81691 -2.64015 4.29450 0.000
H 4.12291 -1.75028 1.58380 0.000
H 3.93334 -2.37244 3.21975 0.000
H 3.78155 -0.63868 2.91041 0.000
O -1.88369 0.94525 0.61032 0.075
N -2.50416 1.57097 -0.43046 0.655
N -1.81024 1.33558 -1.54920 0.142
O -0.81330 0.38876 -1.52535 0.000
C -1.91579 2.12589 -2.68672 -0.083
C -2.83211 3.18326 -2.71083 0.091
C -2.93805 3.95638 -3.85363 -0.037
C -2.15278 3.69523 -4.96955 0.075
C -1.25210 2.63988 -4.93373 -0.048
C -1.12542 1.84828 -3.80419 0.087
H -3.43935 3.38872 -1.84147 0.015
H -3.64502 4.77599 -3.86924 -0.002
H -2.24499 4.30535 -5.85796 0.006
H -0.63766 2.42293 -5.79822 -0.002
H -0.43425 1.01847 -3.78057 0.017
O -4.68721 -4.37000 1.92916 0.000
C -5.07473 -3.79522 0.79697 0.000
O -6.12279 -4.05854 0.26850 0.000
C -4.15169 -2.79463 0.20102 0.000
C -4.36939 -2.13570 -0.99300 0.009
N -3.32389 -1.33319 -1.20947 -0.004
N -2.43693 -1.42895 -0.22966 -0.034
C -2.91323 -2.30214 0.63869 0.013
C -2.03618 -2.50659 1.81201 -0.015
O -2.27994 -3.33197 2.67339 0.023
O -1.01103 -1.71700 1.79485 0.029
H -3.79997 -4.06745 2.23581 0.000
H -5.18929 -2.21384 -1.68678 0.001
H -3.07510 -0.81418 -2.04050 -0.004
O -1.14764 -2.26631 -2.64458 0.017
C -0.33410 -2.68313 -1.85734 -0.001
O 0.05574 -2.11937 -0.73803 0.011
H 0.19330 -3.63502 -2.02303 -0.001
```

Computed properties:
* E_tot: -54855.749 eV
* HOMO energy (alpha / beta): -6.7 / -8.4 eV
* 2S+1: 3
* energy above the lowest of the compared OMol25 structures with the same formula, charge and spin: 1.2 kcal/mol

=====

Record 2
Density functional theory data (ωB97M-V/def2-TZVPD) for C29H39BrClNaO4 as an isolated structure.

```
75
Properties=species:S:1:pos:R:3:lowdin_charge:R:1
C 3.19232 -0.64642 3.64583 -0.112
C 1.80840 -0.39004 3.05732 -0.249
C 1.64639 0.88927 2.20157 -0.220
C 2.82145 1.86680 2.20547 -0.215
C 2.56005 3.08555 1.30210 -0.184
C 3.69783 3.39500 0.31074 -0.196
C 3.32629 3.27472 -1.17710 -0.207
C 4.24683 2.34821 -1.96410 -0.217
C 4.13494 0.88630 -1.53700 -0.213
C 3.00034 0.14871 -2.23940 -0.210
C 2.89821 -1.32920 -1.85350 -0.205
C 1.95502 -1.57190 -0.67583 -0.200
C 1.62476 -3.05519 -0.44046 -0.194
C 0.12801 -3.31126 -0.24486 -0.193
C -0.35042 -3.12870 1.20413 -0.190
C -1.61499 -2.28592 1.39016 -0.177
C -1.36938 -0.76831 1.30231 -0.156
C -1.65870 -0.12042 -0.05809 -0.131
C -3.12106 0.20524 -0.23994 -0.112
C -3.64212 1.17182 0.61982 0.046
C -4.94905 1.61665 0.60831 -0.099
C -5.29240 2.71592 1.67140 -0.712
O -6.21829 3.46782 1.37554 -0.071
O -4.58582 2.61072 2.68922 -0.031
C -5.81520 1.05557 -0.34265 -0.494
Br -7.59570 1.65135 -0.42447 0.917
C -5.35139 0.08712 -1.23070 -0.126
C -3.98786 -0.34275 -1.18569 -0.033
C -3.50163 -1.37792 -2.12666 -0.327
O -2.56508 -2.12263 -1.96132 0.090
C -4.29593 -1.52907 -3.39582 -0.561
Cl -3.59249 -2.36808 -4.70240 0.770
C -5.54209 -1.08508 -3.41547 -0.060
C -6.20984 -0.50601 -2.25046 -0.366
O -7.43358 -0.61963 -2.27948 -0.002
H 3.14360 -1.49061 4.33340 0.070
H 3.90264 -0.91544 2.86554 0.070
H 3.57415 0.20191 4.20777 0.066
H 1.57225 -1.24708 2.42419 0.058
H 1.06421 -0.38221 3.85166 0.108
H 1.42144 0.61998 1.16676 0.079
H 0.77415 1.43938 2.55990 0.115
H 3.73028 1.35521 1.88912 0.093
H 2.97710 2.20250 3.23102 0.109
H 1.65107 2.89742 0.72983 0.095
H 2.37829 3.96198 1.92011 0.106
H 4.53731 2.72406 0.49986 0.095
H 4.08587 4.39761 0.48893 0.103
H 3.31486 4.25776 -1.64711 0.105
H 2.30787 2.88749 -1.26604 0.097
H 5.27759 2.69452 -1.86224 0.109
H 4.00054 2.41992 -3.02603 0.106
H 5.07760 0.36976 -1.72887 0.112
H 3.97431 0.82067 -0.45634 0.099
H 3.12809 0.25590 -3.31799 0.109
H 2.06419 0.65446 -1.98673 0.106
H 2.57788 -1.91702 -2.71458 0.107
H 3.89422 -1.68131 -1.57379 0.114
H 2.43503 -1.16102 0.21564 0.097
H 1.03127 -1.01865 -0.84835 0.095
H 2.17256 -3.43341 0.42424 0.109
H 1.97290 -3.64060 -1.29411 0.101
H -0.09376 -4.33200 -0.55984 0.107
H -0.43105 -2.66591 -0.91669 0.076
H -0.52937 -4.11384 1.63786 0.106
H 0.44288 -2.68358 1.80962 0.082
H -2.36608 -2.57743 0.65315 0.104
H -2.02995 -2.51416 2.37167 0.107
H -0.33214 -0.56818 1.57556 0.070
H -1.97190 -0.26625 2.05859 0.114
H -1.12943 0.83552 -0.09307 0.123
H -1.26826 -0.72787 -0.86280 0.079
H -3.00324 1.62399 1.36562 0.129
H -6.18543 -1.20255 -4.25876 0.046
Na -7.84440 -2.13257 -4.83967 0.859
```

Computed properties:
* E_tot: -125875.082 eV
* HOMO energy: -7.2 eV

=====

Record 3
Density functional theory data (ωB97M-V/def2-TZVPD) for C29H39N3OV as an isolated structure in a non-equilibrium geometry.

```
73
Properties=species:S:1:pos:R:3:mulliken_spin:R:1
V 0.29225 0.32026 -0.03867 1.086
O -3.04381 -1.40142 -1.69799 0.036
C -2.17000 -0.69008 -1.20908 0.019
N -0.86821 -0.92763 -1.03018 -0.067
C -0.43818 -2.30367 -0.96259 0.007
C -0.03573 -2.51829 0.48386 0.029
C 0.12247 -3.77364 1.05595 -0.014
C 0.38235 -3.86875 2.40908 0.015
C 0.48736 -2.70855 3.16304 -0.007
C 0.37714 -1.49777 2.51154 0.040
N 0.14034 -1.38819 1.19885 -0.079
C -2.53703 0.64253 -0.58643 0.019
C -3.81196 1.16871 -0.69283 -0.010
C -4.11278 2.32270 0.00330 0.017
C -3.13277 2.91029 0.79413 -0.010
C -1.88397 2.32750 0.84301 0.039
N -1.57984 1.20782 0.17152 -0.042
H -1.22483 -3.00912 -1.24706 -0.004
H 0.42511 -2.47853 -1.61327 0.003
H 0.01479 -4.65536 0.43892 0.000
H 0.49300 -4.83818 2.87828 0.001
H 0.67112 -2.73390 4.22733 0.000
H 0.50349 -0.56548 3.04947 -0.001
H -4.52492 0.64530 -1.31445 0.000
H -5.09990 2.76241 -0.06112 0.002
H -3.32448 3.80980 1.36194 -0.001
H -1.08500 2.75964 1.43017 0.007
C 2.15919 0.20393 -1.24610 -0.093
C 2.64450 0.46880 0.08247 -0.075
C 2.12195 1.74610 0.47129 0.041
C 1.32106 2.21447 -0.60640 -0.062
C 1.35930 1.30521 -1.69927 0.032
C 0.90030 1.61811 -3.11583 0.029
C 1.53055 2.94902 -3.54993 -0.002
C -0.62013 1.75239 -3.22050 0.011
C 1.36545 0.51586 -4.06617 0.000
C 2.37129 2.63561 1.69988 0.027
C 1.70397 4.00934 1.52503 -0.005
C 3.86399 2.93878 1.87520 0.001
C 1.79377 2.01956 2.98060 0.027
C 3.72059 -0.46189 0.66283 -0.017
C 3.75005 -0.60592 2.18753 0.002
C 5.08856 0.04972 0.17820 -0.001
C 3.54323 -1.88814 0.11272 0.005
H 2.47621 -0.62220 -1.85896 -0.002
H 0.82944 3.17271 -0.64319 -0.005
H 1.13581 3.78042 -2.96289 0.001
H 1.31205 3.14871 -4.60204 0.000
H 2.61455 2.93146 -3.41912 0.000
H -0.99001 2.51559 -2.52982 0.000
H -1.11098 0.80919 -2.98944 0.000
H -0.90672 2.05069 -4.23277 0.000
H 2.44939 0.39058 -4.03478 0.000
H 1.08039 0.76526 -5.09067 0.001
H 0.90232 -0.44078 -3.81256 0.000
H 2.07402 4.52695 0.63934 0.000
H 1.92992 4.62639 2.39682 0.000
H 0.61907 3.94004 1.44458 0.003
H 4.27707 3.34668 0.95068 0.000
H 4.45561 2.07384 2.14700 0.001
H 3.99578 3.68706 2.66086 0.000
H 0.71681 1.85656 2.87471 -0.001
H 1.93958 2.69047 3.83107 -0.001
H 2.25488 1.06180 3.22597 0.000
H 4.00684 0.30831 2.71075 0.001
H 4.50671 -1.34671 2.45444 0.000
H 2.79451 -0.96309 2.57687 0.000
H 5.30904 1.04654 0.56018 -0.001
H 5.11034 0.09712 -0.91169 0.000
H 5.88281 -0.62598 0.50766 0.000
H 2.53372 -2.26335 0.27919 -0.001
H 4.24032 -2.55770 0.62111 0.000
H 3.75752 -1.94961 -0.95329 0.000
```

Computed properties:
* E_tot: -62912.831 eV
* HOMO energy (alpha / beta): -6.3 / -5.8 eV
* 2S+1: 2